This record from the Open Molecules 2025 dataset describes 7 unconnected molecules or ions with the total composition C34H50N8O3P. The level of theory is ωB97M-V/def2-TZVPD.

Positions of all 96 atoms, in Å:
C -0.3333 4.6996 -3.4144
C 0.6351 3.3916 -3.1529
C -0.2198 2.0928 -2.6235
C -0.7591 1.0944 -3.8068
C -0.8997 1.8197 -5.2802
P 0.2159 -0.5650 -3.9451
O -0.9988 -1.7772 -4.4052
C 0.8854 -1.1366 -2.2385
C 1.6851 -2.5670 -2.2618
O 0.9301 -3.6916 -2.1566
N 3.1818 -2.7688 -2.3371
C 3.7560 -3.4060 -1.0898
C 3.9277 -1.5231 -2.7601
O 1.4049 -0.5855 -5.2217
C 2.3034 0.5840 -4.9727
N 3.1152 1.5819 -5.2236
H -0.4570 5.2976 -2.4098
H -1.3750 4.3494 -3.8721
H 0.2167 5.3950 -4.2025
H 1.3060 3.1578 -4.0886
H 1.3750 3.6837 -2.2692
H -1.1890 2.5258 -2.0777
H 0.4112 1.5747 -1.7829
H -1.8688 0.7825 -3.4959
H -1.7995 2.5815 -5.2615
H 0.1037 2.2764 -5.6802
H -1.2155 0.9679 -6.0541
H -1.8482 -1.5552 -3.8835
H 1.5108 -0.3060 -1.6725
H -0.0805 -1.3093 -1.5580
H 3.0884 -4.3051 -0.6763
H 4.0440 -2.6380 -0.2469
H 4.7754 -3.9272 -1.4275
H 3.9301 -1.4348 -3.9421
H 5.0703 -1.7046 -2.4659
H 3.6105 -0.5401 -2.2107
N 1.8129 -0.8791 1.5537
C 2.6190 -0.4288 2.5667
C 2.2902 -1.1201 3.7114
C 1.2535 -2.0232 3.3756
C 0.9805 -1.8552 2.0365
H 1.8303 -0.5442 0.5992
H 3.3544 0.3439 2.3871
H 2.7485 -0.9890 4.6831
H 0.7596 -2.7214 4.0390
H 0.2662 -2.3444 1.3878
N -0.3446 0.1538 5.3591
C -1.3422 -0.6619 5.8259
C -2.3214 0.1351 6.3755
C -1.9024 1.4791 6.2298
C -0.6799 1.4615 5.5963
H 0.5056 -0.1599 4.9092
H -1.2693 -1.7368 5.7287
H -3.2391 -0.2138 6.8311
H -2.4352 2.3645 6.5516
H -0.0211 2.2654 5.2961
N 2.7454 -4.9123 2.6644
C 2.6639 -6.0058 1.8422
C 3.6284 -6.9067 2.2352
C 4.3118 -6.3389 3.3369
C 3.7441 -5.1087 3.5824
H 2.1597 -4.0896 2.6039
H 1.9295 -6.0486 1.0490
H 3.8184 -7.8693 1.7785
H 5.1295 -6.7802 3.8919
H 3.9656 -4.3577 4.3289
N 2.9077 -4.9889 7.2668
C 4.2231 -4.6431 7.4360
C 4.5251 -4.7599 8.7745
C 3.3521 -5.1972 9.4348
C 2.3698 -5.3332 8.4796
H 2.4117 -4.9905 6.3850
H 4.8296 -4.3429 6.5921
H 5.4868 -4.5538 9.2262
H 3.2366 -5.3924 10.4931
H 1.3365 -5.6435 8.5590
N -2.8322 5.0393 -6.7931
C -3.8298 4.2236 -6.3263
C -4.8091 5.0206 -5.7766
C -4.3900 6.3646 -5.9224
C -3.1675 6.3470 -6.5558
H -1.9821 4.7256 -7.2430
H -3.7570 3.1487 -6.4235
H -5.7267 4.6717 -5.3211
H -4.9229 7.2500 -5.6006
H -2.5087 7.1509 -6.8561
N -7.3939 5.3451 -2.8820
C -6.5879 5.7954 -1.8691
C -6.9166 5.1042 -0.7244
C -7.9533 4.2011 -1.0602
C -8.2263 4.3690 -2.3993
H -7.3765 5.6800 -3.8366
H -5.8524 6.5681 -2.0486
H -6.4583 5.2353 0.2473
H -8.4472 3.5028 -0.3968
H -8.9406 3.8798 -3.0479

## Properties
DFT total energy: -2330.074594 a.u.
charge: +1
largest force on an atom: 0.2295 Eh/bohr
energy above the lowest of the compared OMol25 structures with the same formula, charge and spin: 402.4 kJ/mol
lowest unoccupied orbital energy: -0.18689 hartree

Results of the Löwdin charge analysis, in e, for atoms 1 through 2: -0.124 -0.258


This record from the Open Molecules 2025 dataset describes a molecular structure, C34H51ClN4O8PPbS3. The level of theory is ωB97M-V/def2-TZVPD.

Positions of all 103 atoms, in Å:
Pb 0.3513 -2.0731 -0.5656
O 0.2185 0.9091 -0.3936
C -0.1666 1.7055 0.7134
C 0.7598 2.8875 0.8669
C 2.2599 2.6241 1.1298
C 2.7129 2.3731 2.5404
C 3.7545 3.1668 3.1033
C 4.1139 3.0318 4.4419
C 3.6443 1.8970 5.1012
C 2.7666 1.0676 4.4316
N 2.2857 1.3177 3.2018
H -0.5964 0.7980 -0.9603
H -0.0624 1.1590 1.6790
H -1.1965 2.0859 0.5668
H 0.3783 3.4589 1.7427
H 0.7140 3.5362 -0.0156
H 2.9047 3.4192 0.7190
H 2.5760 1.7468 0.5647
H 4.2222 3.9758 2.5689
H 4.7504 3.7987 4.9305
H 3.9156 1.5900 6.1271
H 2.4383 0.1382 4.7869
C 3.7403 -4.0215 2.3637
C 4.8520 -3.8550 1.5684
C 4.7401 -3.3269 0.2973
C 3.5021 -2.7949 -0.0905
N 2.4033 -3.0083 0.6317
C 2.5400 -3.4836 1.8841
C 3.4084 -1.8058 -1.2107
C 4.5807 -1.1567 -1.6839
C 4.5160 -0.1791 -2.6810
C 3.2811 0.1246 -3.2458
C 2.1247 -0.5026 -2.7790
C 2.2023 -1.4701 -1.8634
H 3.7603 -4.5228 3.3386
H 5.8136 -4.1738 1.9575
H 5.6313 -3.1516 -0.3535
H 1.6125 -3.5469 2.4283
H 5.5716 -1.5285 -1.3642
H 5.4228 0.2622 -2.9947
H 3.2184 0.8295 -4.0744
H 1.1910 -0.0919 -3.1668
N -0.5496 -4.2841 -2.9046
C -1.8447 -4.6355 -2.8962
C -2.1586 -5.0455 -1.6325
C -0.9673 -4.9767 -0.8888
N 0.0035 -4.4994 -1.6633
H 0.0130 -4.0128 -3.7305
H -2.5466 -4.4815 -3.6787
H -3.2128 -5.2828 -1.3465
H -0.8020 -5.2116 0.1599
C -3.9627 3.5192 -3.6843
C -2.7462 4.2945 -4.1913
C -1.6966 3.4891 -4.9232
S -0.0729 3.4686 -4.0111
O -0.3383 3.9022 -2.6123
C 0.7369 4.8985 -4.9089
C 0.1301 6.2124 -4.4991
C 0.7749 7.4137 -5.1681
H -4.5419 4.1914 -3.0720
H -3.6485 2.6821 -3.0511
H -4.6045 3.1700 -4.4614
H -2.2514 4.7759 -3.3443
H -3.0488 5.0765 -4.8857
H -1.3950 3.7605 -5.9801
H -1.9317 2.4462 -4.9303
H 0.7104 4.6457 -5.9686
H 1.8173 4.8864 -4.6502
H 0.2808 6.3368 -3.4075
H -0.9746 6.2751 -4.6835
H 1.9233 7.3284 -5.2402
H 0.4633 8.3558 -4.6524
H 0.4414 7.5225 -6.1892
C -4.2504 -1.9150 1.0217
C -4.4716 -3.0568 2.0623
C -4.9581 -2.4945 3.3982
O -3.2946 -3.9090 2.1165
P -1.9217 -3.6182 2.9015
S -0.9274 -5.2715 2.6583
S -1.2006 -1.8452 2.2844
O -2.5144 -3.3865 4.3777
C -1.8446 -2.9844 5.5948
C -2.2406 -1.5062 5.8899
C -0.3608 -3.2733 5.5524
H -5.2264 -1.4724 0.7754
H -3.7619 -2.2962 0.1297
H -3.6612 -1.1394 1.4661
H -5.2214 -3.7019 1.5803
H -4.3161 -1.7237 3.7702
H -5.0217 -3.2927 4.1705
H -5.9520 -2.1218 3.1983
H -2.3999 -3.6345 6.2803
H -1.7856 -0.9000 5.0854
H -1.8999 -1.2583 6.9475
H -3.3547 -1.3546 5.8576
H 0.1798 -2.7949 4.7112
H -0.1353 -4.3307 5.4769
H 0.0687 -2.8895 6.5403
O -2.2730 0.2115 -3.7349
Cl -2.1075 -0.6481 -2.6123
O -3.1493 -1.6334 -2.5313
O -2.0631 0.1679 -1.3887
O -0.7920 -1.3580 -2.7266

## Properties
DFT total energy: -4335.900729 a.u.
charge: -1
largest force on an atom: 0.0782 Eh/bohr
energy above the lowest of the compared OMol25 structures with the same formula, charge and spin: 0.0 kJ/mol
lowest unoccupied orbital energy: 0.07555 hartree

Results of the Löwdin charge analysis, in e, for atoms 1 through 2: 1.340 -0.169


This record from the Open Molecules 2025 dataset describes a molecular structure, C34H52AsN6O2Y. The level of theory is ωB97M-V/def2-TZVPD.

Positions of all 96 atoms, in Å:
Y 0.0367 -1.0411 -0.6479
C 2.5504 -1.1790 -3.5636
C 1.0958 -1.3145 -4.0180
N 0.2441 -1.9463 -2.9932
C 0.3025 -3.4168 -3.0805
C -0.5174 -4.0499 -1.9583
N 0.0491 -3.7058 -0.6378
C 1.2004 -4.5689 -0.2851
C 2.5404 -3.8282 -0.2886
C 2.7328 -2.9431 0.9455
N 2.4194 -1.5294 0.6551
C 3.5931 -0.8399 0.0954
C 3.1962 0.5267 -0.4478
N 2.2293 0.3802 -1.5501
C 2.8914 0.1373 -2.8598
H 3.1835 -1.2153 -4.4511
H 2.8244 -2.0309 -2.9446
H 1.0645 -1.9064 -4.9419
H 0.7024 -0.3219 -4.2474
H -0.7250 -1.7135 -3.2285
H 1.3443 -3.7370 -3.0135
H -0.0892 -3.7626 -4.0453
H -0.5514 -5.1375 -2.1091
H -1.5432 -3.6684 -1.9927
H -0.6948 -3.9025 0.0356
H 1.2669 -5.4053 -0.9863
H 1.0464 -5.0060 0.7048
H 2.6175 -3.2077 -1.1828
H 3.3356 -4.5729 -0.3303
H 3.7629 -3.0277 1.3175
H 2.0601 -3.2917 1.7361
H 2.2564 -1.0865 1.5637
H 3.9994 -1.4486 -0.7122
H 4.3813 -0.7145 0.8482
H 4.0985 1.0600 -0.7747
H 2.7288 1.1112 0.3536
H 1.7696 1.2852 -1.6385
H 3.9780 0.1673 -2.7214
H 2.6293 0.9437 -3.5504
O -3.2799 -2.0880 0.4809
C -2.7158 -1.2466 -0.1924
O -1.9281 -1.4942 -1.1762
C -2.8426 0.2331 0.1461
C -4.0848 0.8287 0.4218
C -4.1268 2.1704 0.6920
C -2.9290 2.9170 0.6771
C -2.8960 4.3130 0.8825
C -1.7069 4.9888 0.8781
C -0.5012 4.2925 0.6823
C -0.4987 2.9407 0.4628
C -1.7116 2.2204 0.4388
N -1.6909 0.8858 0.1786
H -4.9702 0.2135 0.4408
H -5.0602 2.6641 0.9200
H -3.8311 4.8285 1.0392
H -1.6882 6.0590 1.0166
H 0.4285 4.8394 0.7097
H 0.4260 2.3996 0.2941
C -0.5454 4.1018 -3.1710
C -1.2788 2.8409 -3.6534
C -0.8928 2.4919 -5.0998
C -2.7953 3.0184 -3.5139
C -0.8554 1.7401 -2.8389
N -0.4562 0.8534 -2.2263
H -0.8879 4.9612 -3.7409
H 0.5303 4.0082 -3.3033
H -0.7550 4.2804 -2.1188
H -1.1855 3.3056 -5.7561
H -1.3946 1.5852 -5.4289
H 0.1812 2.3504 -5.1975
H -3.1299 3.8015 -4.1888
H -3.0528 3.3060 -2.4975
H -3.3206 2.0999 -3.7639
C -2.3307 -0.8907 3.0094
As -0.5727 -1.1533 2.2054
C 0.0311 -2.5019 3.5218
C 0.3329 0.4667 2.9553
C 0.3633 0.4911 4.4488
C -0.6731 1.0908 5.1551
C -0.6350 1.1623 6.5361
C 0.4333 0.6181 7.2299
C 1.4633 0.0021 6.5371
C 1.4291 -0.0586 5.1550
H -2.2207 -0.9170 4.0958
H -3.0066 -1.6847 2.6913
H -2.7621 0.0668 2.7177
H -0.3028 -2.1727 4.5094
H 1.1142 -2.6154 3.5733
H -0.4284 -3.4691 3.3034
H -0.2261 1.3281 2.5759
H 1.3536 0.5274 2.5625
H -1.5004 1.5243 4.6070
H -1.4355 1.6507 7.0709
H 0.4681 0.6739 8.3068
H 2.2975 -0.4212 7.0750
H 2.2437 -0.5200 4.6090

## Properties
DFT total energy: -4079.623871 a.u.
charge: +2
largest force on an atom: 0.0452 Eh/bohr
energy above the lowest of the compared OMol25 structures with the same formula, charge and spin: 56.2 kJ/mol
lowest unoccupied orbital energy: -0.19554 hartree

Results of the natural (NBO) charge analysis, in e, for atoms 1 through 2: 1.875 -0.413


no.,Kohn-Sham gap (eV)
1,4.285
2,6.264
3,7.873